The following is a quantum chemistry calculation of C22H26ErN7O2S as an isolated structure at a distorted geometry, from OMol25.

For the maximum force, the calculation gives 3.6 eV/A. The calculation puts the LUMO energy (alpha / beta) at -0.2233 / -0.2232 Ha. Its multiplicity is 4. As for the total charge: +2.

```
59
Properties=species:S:1:pos:R:3:lowdin_charge:R:1
Er -0.215 -0.103 -0.211 1.5055
N -2.002 -1.763 -1.081 -0.0315
C -1.461 -2.918 -1.840 -0.2057
C -0.161 -3.361 -1.192 -0.1828
N 0.815 -2.253 -1.169 -0.1332
C 1.596 -2.097 -2.418 -0.1715
C 1.303 -0.767 -3.101 -0.2194
N 1.444 0.333 -2.108 -0.0481
H -2.862 -1.460 -1.527 0.0866
H -2.289 -2.106 -0.166 0.0930
H -2.160 -3.755 -1.856 0.1328
H -1.286 -2.609 -2.872 0.1183
H -0.368 -3.647 -0.158 0.1347
H 0.234 -4.238 -1.708 0.1345
H 1.466 -2.451 -0.419 0.1111
H 2.662 -2.135 -2.185 0.1366
H 1.388 -2.914 -3.110 0.1336
H 1.990 -0.643 -3.939 0.1314
H 0.285 -0.743 -3.494 0.1112
H 2.400 0.308 -1.756 0.1073
H 1.375 1.220 -2.598 0.1042
O -1.040 -0.832 1.586 -0.0839
C 0.134 -0.738 2.078 -0.5829
O 1.126 -0.858 1.307 -0.0853
C 0.269 -0.221 3.472 -0.2112
C 0.490 -0.845 4.627 0.0195
C 0.521 -0.047 5.846 -0.0438
C 0.031 1.194 5.857 -0.0098
C -0.615 1.756 4.620 -0.2400
N 0.040 1.173 3.428 -0.3175
H 0.646 -1.914 4.665 0.1295
H 0.929 -0.488 6.746 0.1187
H 0.003 1.783 6.763 0.1159
H -1.663 1.411 4.593 0.1674
N -1.958 2.928 2.397 0.1422
C -1.232 3.776 3.321 -0.2196
C -1.204 5.136 3.056 -0.0038
C -0.582 5.998 3.946 -0.0453
C 0.020 5.494 5.085 -0.0346
C 0.008 4.127 5.335 -0.0003
C -0.626 3.254 4.467 -0.1595
S 0.871 2.035 2.268 1.0856
N -0.284 2.031 0.971 -0.3047
C -1.509 2.409 1.242 -0.3559
C -2.504 2.250 0.143 -0.1862
C -3.635 3.054 0.075 0.0276
C -4.478 2.954 -1.020 0.0040
C -4.147 2.068 -2.032 -0.0074
C -3.003 1.305 -1.890 -0.1125
N -2.195 1.372 -0.829 0.0159
H -2.959 2.978 2.502 0.1523
H -1.669 5.517 2.154 0.1215
H -0.572 7.060 3.743 0.1187
H 0.508 6.159 5.784 0.1207
H 0.515 3.746 6.210 0.1145
H -3.843 3.782 0.846 0.1253
H -5.364 3.569 -1.089 0.1332
H -4.760 1.975 -2.917 0.1279
H -2.715 0.605 -2.666 0.1152
```